1.
Entry from the Open Molecules 2025 dataset: a molecular structure, C7H12O2P at a distorted geometry (the ωB97M-V functional and the def2-TZVPD basis).

ORCA input file:
```
! wB97M-V def2-TZVPD RIJCOSX def2/J DEFGRID3
* xyz -1 1
P -2.38458 0.26762 -0.07245
O -3.01580 1.59759 -0.06201
O -3.19192 -0.97163 -0.30995
C -1.39469 -0.15801 1.46412
C -0.02709 1.35150 -0.06664
C 0.10124 -0.76449 -0.46699
C -0.50834 -2.16537 -0.35708
C -0.76362 0.38263 -1.00793
C 1.26840 1.86761 -0.55139
C 0.00317 0.04041 0.84731
H 1.05058 2.78862 -1.17098
H -1.47091 -1.14727 1.82311
H 0.01649 -3.13205 -0.79309
H -0.47421 2.17725 0.45197
H -1.47415 -2.10036 -0.83757
H -0.72930 -2.39188 0.77469
H 0.88934 0.02313 1.58323
H -0.78278 0.61083 -2.07276
H -1.45505 0.62591 2.21305
H 1.05562 -0.71163 -0.80420
H 2.03753 1.15049 -1.10556
H 1.91512 2.23029 0.25877
*
```

Summary:
Energy (a.u.): -765.8139
LUMO level (Ha): 0.137
Orbital gap (Ha): 0.2970
Highest occupied orbital energy (eV): -4.364
Energy relative to the best compared isomer or geometry (same formula, charge and spin) (kcal/mol): 28.2


2.
Entry from the Open Molecules 2025 dataset: 13 unconnected molecules or ions with the total composition C4H34NO15 at a distorted geometry (the ωB97M-V functional and the def2-TZVPD basis).

ORCA input file:
```
! wB97M-V def2-TZVPD RIJCOSX def2/J DEFGRID3
* xyz 0 2
O -2.33215 3.17561 1.02106
O -2.84405 2.17426 -0.81392
O -2.53773 0.54900 -2.98110
O 2.31665 4.08826 2.06033
O -1.49504 -2.06680 3.58536
O 2.76852 -2.51256 1.02336
O 1.57433 2.53261 -0.04351
O -0.93485 -2.11621 -1.42034
O 1.18898 -0.17989 -0.86934
O 3.45990 -0.83189 -1.88946
O 0.88238 -0.51968 1.84731
O 0.11782 0.78115 -3.15082
O 1.03158 -3.79596 -2.40209
O -0.51138 2.99704 -1.92233
O -0.69067 -2.73433 1.17471
N -1.83614 -0.32522 0.01333
C 0.27708 0.49399 2.66681
C -1.35462 0.96052 0.68101
C -1.30321 0.64704 2.15251
C -2.17252 2.23266 0.36191
H 0.76714 1.48245 2.36987
H -1.83679 -2.73561 4.22932
H 2.02015 -0.65670 -1.12392
H 3.75181 -1.29206 -1.13961
H -1.48824 3.01357 -2.06672
H 0.83830 -0.19244 0.96452
H -1.56779 0.51262 -3.15379
H -0.42990 1.27839 0.24052
H -0.94882 -2.61499 2.08679
H -1.63340 1.48216 2.77810
H -1.87073 -0.18190 2.32439
H 2.97392 -1.56359 -2.32676
H 0.48187 0.18283 3.67474
H -0.97938 -1.49448 4.11403
H -1.38413 -0.25198 -0.85597
H 2.58503 -1.94141 1.78130
H -3.12935 0.29662 -3.76159
H -2.80201 -0.34392 -0.05912
H -0.13555 -2.15498 -1.84936
H -0.18683 2.38734 -2.59310
H 2.30382 3.81803 2.98170
H 0.46503 0.34080 -2.41689
H 0.57455 -4.54348 -2.79524
H 2.10485 3.25852 0.39528
H 1.75160 4.85739 2.09700
H 0.87697 3.06445 -0.56007
H -1.19897 -3.02646 -1.56230
H -2.84385 1.43240 -1.38722
H 1.68732 -4.09748 -1.71348
H 0.36890 0.25941 -3.90909
H -1.32751 -1.25310 0.35597
H 0.18365 -2.26870 1.13021
H 2.91737 -3.33706 1.41735
H 1.50611 0.73378 -0.76170
*
```

Summary:
Energy (a.u.): -1356.0138
LUMO level (spin up / spin down) (Ha): -0.002 / -0.006
Orbital gap (spin up / spin down) (Ha): 0.0816 / 0.3823
Highest occupied orbital energy (spin up / spin down) (eV): -2.287 / -10.571
Energy relative to the best compared isomer or geometry (same formula, charge and spin) (kcal/mol): 0.0


3.
Entry from the Open Molecules 2025 dataset: a molecular structure, C5H11N2S at a distorted geometry (the ωB97M-V functional and the def2-TZVPD basis).

ORCA input file:
```
! wB97M-V def2-TZVPD RIJCOSX def2/J DEFGRID3
* xyz 1 3
S -1.62690 -0.89241 0.07241
N 0.01144 1.33876 0.30740
N 1.05700 -0.56598 0.22507
C -2.85922 0.41733 0.29938
C 1.35095 1.60444 0.45739
C 1.30468 -1.98068 0.14581
C 1.99681 0.41453 0.40032
C -0.15292 0.01347 0.14693
H -2.72214 0.89221 1.26711
H 1.05711 -2.46057 1.09464
H 3.04113 0.18743 0.47608
H -2.81585 1.12844 -0.52072
H 1.72969 2.59673 0.58681
H 0.02463 -0.06002 -2.02905
H 0.10299 0.00355 -2.80822
H -0.72584 2.02753 0.31104
H 0.69174 -2.42421 -0.63834
H 2.35542 -2.15126 -0.07696
H -3.82073 -0.08929 0.28291
*
```

Summary:
Energy (a.u.): -704.3979
LUMO level (spin up / spin down) (Ha): -0.096 / -0.265
Orbital gap (spin up / spin down) (Ha): 0.2371 / 0.2514
Highest occupied orbital energy (spin up / spin down) (eV): -9.076 / -14.061
Energy relative to the best compared isomer or geometry (same formula, charge and spin) (kcal/mol): 14.7


4.
Entry from the Open Molecules 2025 dataset: a molecular structure, C30H25N7O2S3Y at a distorted geometry (the ωB97M-V functional and the def2-TZVPD basis).

ORCA input file:
```
! wB97M-V def2-TZVPD RIJCOSX def2/J DEFGRID3
* xyz 1 1
Y 0.17560 0.11972 0.61005
S 0.38094 1.06424 -4.26391
S 1.00455 1.71962 -1.47271
S -4.78079 6.14237 -0.52914
O 1.77178 0.30962 1.99623
O -0.22915 0.02319 2.83934
N -2.00312 0.79338 -0.23147
N -3.44575 6.06723 0.37244
N 0.96165 -1.21113 -1.20598
N -4.89666 4.60607 -1.00338
N 0.62054 -2.34220 1.23221
N -0.33218 2.43659 1.18971
N 0.90478 -0.80728 -2.53105
C 0.79900 0.44324 5.50051
C 1.37611 0.39886 6.75965
C -4.27802 1.72938 -1.49160
C 0.78078 0.48258 -2.67432
C 0.49537 3.21425 1.87987
C 3.86105 -0.71970 3.43540
C 2.41891 -4.26273 2.12211
C -0.64315 0.89677 5.42360
C 3.44753 -0.34952 5.84996
C 0.54213 -2.84087 2.46860
C 0.22229 -0.45861 -5.20395
C -1.46466 2.97012 0.68956
C 0.23015 4.55688 2.13729
C 2.69236 -0.00146 6.96054
C 2.51747 -3.74730 0.83832
C -2.35241 2.08936 -0.10201
C 1.59677 0.09985 4.38701
C 1.01788 0.15005 3.03696
C -2.75010 -0.00796 -0.98016
C -1.78206 4.30790 0.87972
C -3.82964 3.99208 -0.51273
C -3.49762 2.58528 -0.71193
C 1.59504 -2.80348 0.42950
C 2.93675 -0.29676 4.55786
C 1.40796 -3.80859 2.95041
C -3.89928 0.41656 -1.63490
C -0.91897 5.10864 1.62661
C 3.26392 -0.06624 8.35073
C 1.64734 -2.24602 -0.94192
C -3.00394 4.82230 0.26922
H 0.77308 0.68547 7.61418
H 2.27644 -2.71373 -1.69567
H -0.24181 -2.43616 3.09398
H 1.18633 -0.94701 -5.32207
H -2.41891 -1.03724 -1.06646
H -1.16817 6.15160 1.77899
H -5.16605 2.11838 -1.97484
H 3.12027 -5.01195 2.46627
H 3.06539 0.85575 8.89820
H 1.40653 2.75116 2.23663
H -0.16727 -0.16471 -6.17748
H 3.40539 -1.47034 2.78755
H 4.13682 0.11327 2.79136
H 3.28896 -4.07990 0.15546
H -1.30538 0.10413 5.08016
H 4.76949 -1.13965 3.86434
H -0.77889 1.73052 4.73296
H -4.46646 -0.27867 -2.23626
H 4.33989 -0.23095 8.33669
H 2.80670 -0.88136 8.91501
H -0.96754 1.21562 6.41176
H 4.47525 -0.66812 5.98695
H 1.28375 -4.18681 3.95569
H -0.47189 -1.13939 -4.71818
H 0.93324 5.14531 2.70945
*
```

Summary:
Energy (a.u.): -2924.9453
LUMO level (Ha): -0.121
Orbital gap (Ha): 0.2754
Highest occupied orbital energy (eV): -10.792
Energy relative to the best compared isomer or geometry (same formula, charge and spin) (kcal/mol): 6.2


5.
Entry from the Open Molecules 2025 dataset: a molecular structure, C28H27CoINO2P (the ωB97M-V functional and the def2-TZVPD basis).

ORCA input file:
```
! wB97M-V def2-TZVPD RIJCOSX def2/J DEFGRID3
* xyz 1 1
I -2.79317 2.30220 3.22317
Co -1.24730 0.71392 2.26348
P -0.33989 1.82587 0.63286
O 1.00257 -1.52167 1.87483
O -1.11309 -0.94751 1.55302
N 0.44288 0.70844 3.12124
C 1.37335 1.73514 2.70749
C -1.21340 3.43790 -1.46007
C 0.00193 0.69091 -0.71135
C 1.30401 0.29897 -1.00650
C 1.52807 -0.60321 -2.03786
C 0.66291 -4.44257 -1.16474
C 0.46114 -1.12108 -2.75441
C -1.66553 5.62894 0.19400
C 2.45917 2.09228 3.48730
C -1.03541 3.32323 -0.08294
C 0.84265 -3.49765 -0.16064
C -0.29078 -2.83208 0.35379
C -1.69548 -4.14535 -1.09820
C -2.87735 -2.60993 0.41473
C -0.08445 -1.73519 1.32830
C -1.58174 -3.18065 -0.10896
C 3.33968 3.04927 3.00538
C -1.25338 4.42989 0.74273
C -0.58930 -4.77610 -1.65428
C -0.75591 -5.79531 -2.74433
C -1.63275 4.64565 -2.00181
C -1.86301 5.73504 -1.17904
C -0.84134 -0.73959 -2.45051
C -1.07409 0.16476 -1.43101
C 3.14047 3.64291 1.76343
C 1.16344 2.32377 1.47003
C 2.26033 -3.26093 0.29327
C 2.04650 3.28893 0.99307
H -2.09046 0.45691 -1.19050
H -1.53883 -6.51075 -2.49214
H 2.53922 -0.90854 -2.27208
H 3.83283 4.39250 1.40613
H -2.68581 -4.42312 -1.44095
H 1.86514 3.76688 0.03829
H 2.56686 -2.22514 0.14701
H -2.19181 6.67375 -1.60477
H -3.01190 -1.56977 0.11817
H 0.81536 -0.24172 2.81515
H 2.13822 0.68828 -0.43637
H -3.70985 -3.18670 0.01598
H 0.64130 -1.83376 -3.54823
H 0.16785 -6.34333 -2.92118
H -1.67341 -1.15461 -3.00301
H -2.92981 -2.64164 1.50129
H 2.93115 -3.90688 -0.27068
H 2.38241 -3.46862 1.35433
H 0.29894 0.72681 4.12953
H -1.83489 6.48222 0.83657
H -1.77407 4.72879 -3.07083
H 4.18965 3.33891 3.60830
H 2.61889 1.63136 4.45398
H -1.04694 -5.31329 -3.67992
H 1.53579 -4.94572 -1.56411
H -1.09639 4.35715 1.81055
H -1.02113 2.60082 -2.11598
*
```

Summary:
Energy (a.u.): -3310.0813
LUMO level (spin up / spin down) (Ha): -0.177 / -0.177
Orbital gap (spin up / spin down) (Ha): 0.2400 / 0.2402
Highest occupied orbital energy (spin up / spin down) (eV): -11.344 / -11.344
Energy relative to the best compared isomer or geometry (same formula, charge and spin) (kcal/mol): 1.2


6.
Entry from the Open Molecules 2025 dataset: a molecular structure, C4H7AlBNO7PS at a distorted geometry (the ωB97M-V functional and the def2-TZVPD basis).

ORCA input file:
```
! wB97M-V def2-TZVPD RIJCOSX def2/J DEFGRID3
* xyz 3 1
S 5.64652 -0.36450 -0.32278
P 0.49478 -0.39018 -0.25178
Al 8.01068 -1.88239 0.54546
O 2.07558 -0.07781 0.27749
O -1.01832 2.26523 0.76442
O 0.91063 3.09656 -0.34985
O -3.66705 -1.23911 0.02497
O -0.28659 -0.56220 1.14605
O 0.10554 0.93643 -0.97154
O 0.46408 -1.53368 -1.12455
N 2.93151 -0.91490 -0.34092
C -2.70330 -0.51280 0.49401
C -1.38972 -1.35583 1.13813
C -2.81484 -0.69860 -1.01892
C 4.14756 -0.64973 -0.24948
B -0.00400 2.13921 -0.16857
H -1.73154 -1.62464 2.14274
H -1.31121 -2.25028 0.51872
H -2.18834 -1.45946 -1.45840
H -3.27701 0.08912 -1.59361
H -1.84423 2.49252 0.31598
H 0.49875 3.94638 -0.55663
H -2.93516 0.44074 0.96844
*
```

Summary:
Energy (a.u.): -1743.6232
LUMO level (Ha): -0.616
Orbital gap (Ha): 0.0977
Highest occupied orbital energy (eV): -19.410


7.
Entry from the Open Molecules 2025 dataset: a single C4H6FN molecule at a distorted geometry (the ωB97M-V functional and the def2-TZVPD basis).

ORCA input file:
```
! wB97M-V def2-TZVPD RIJCOSX def2/J DEFGRID3
* xyz 0 1
F -2.13460 -1.02629 -0.93008
N 0.67421 -0.55029 0.94483
C -0.77118 -0.94342 1.17454
C 1.58217 0.88584 -0.90458
C -1.38123 -0.18117 -0.10170
C 0.66346 0.07419 -0.13031
H 2.43861 0.71838 -0.34474
H -1.94364 0.81719 0.00907
H -0.96778 -1.94221 1.03630
H 1.69372 0.56974 -2.05742
H 1.20803 1.95951 -0.77121
H -1.06177 -0.38148 2.07531
*
```

Summary:
Energy (a.u.): -310.4910
LUMO level (Ha): 0.037
Orbital gap (Ha): 0.3444
Highest occupied orbital energy (eV): -8.354
Energy relative to the best compared isomer or geometry (same formula, charge and spin) (kcal/mol): 79.4


8.
Entry from the Open Molecules 2025 dataset: a molecular structure, C16H40BF4O18PbS5 at a distorted geometry (the ωB97M-V functional and the def2-TZVPD basis).

ORCA input file:
```
! wB97M-V def2-TZVPD RIJCOSX def2/J DEFGRID3
* xyz -1 1
Pb -0.34512 -0.95417 1.08120
S 0.04927 2.73727 -0.29567
S 2.19739 0.08619 3.81843
S 3.57606 -1.46312 0.14031
S -3.42058 -3.39552 1.44088
S -2.15143 -0.51025 -2.27641
F -0.88698 2.21539 3.18150
F -1.91437 0.95069 1.70942
F -2.87659 1.30906 3.72927
F -1.05586 -0.09738 3.37446
O 4.73200 -0.25665 -0.12724
O 2.25287 -0.83726 0.05834
O -2.51445 -2.26312 1.52055
O 4.02607 -2.06475 1.41534
O -2.85727 -1.95346 -2.82892
O 0.38617 -3.23654 0.15188
O -4.93323 -2.87420 0.80570
O -3.70248 -4.21218 2.58642
O 0.97987 -2.88673 2.20435
O -1.87435 -0.61991 -0.84196
O -1.05126 -0.19049 -3.19012
O 1.23902 3.14382 -1.45897
O 1.65028 0.41385 2.51217
O 0.26753 1.38532 0.15954
O 3.69068 0.78440 3.99857
O 2.42411 -1.31319 4.25697
O 1.86445 -4.46641 1.29649
O -1.23051 3.01101 -0.90534
C 0.98741 -3.63123 1.17893
C -4.97423 -1.75034 -0.02158
C 0.71784 4.03671 -3.61951
C 3.81359 -2.61584 -1.33774
C -2.94347 -4.47509 0.04712
C -4.00934 -3.36291 -4.23053
C 4.56841 0.70292 -1.19790
C 4.00686 2.10641 -0.82030
C -3.15605 -2.11871 -4.22971
C 0.37264 4.01830 0.97367
C 4.41240 1.06585 2.85024
C 1.22816 4.30519 -2.22597
C -6.21988 -0.91183 0.05839
C -3.48551 0.73761 -2.60433
C 1.33068 1.05126 5.20468
C 5.62070 1.99507 3.10406
B -1.68573 1.09133 3.05962
H 0.82189 4.88171 -4.30013
H 1.36616 3.94866 1.41661
H -3.36851 1.59403 -1.94028
H 3.83635 2.62530 -1.76358
H -4.78733 -2.00819 -1.06402
H 0.16158 4.99673 0.54213
H 1.25738 3.19273 -4.04925
H 4.78636 0.13574 2.42230
H -4.09266 -1.18407 0.27886
H 5.29377 2.88029 3.64959
H -7.15109 -1.44278 -0.13925
H -4.05229 -3.84860 -5.20538
H -2.14411 -5.14753 0.35849
H 0.30294 0.70054 5.29891
H -0.27251 3.59376 -3.51410
H -3.66283 -1.28215 -4.71080
H -6.38849 -0.37704 0.99309
H 3.77731 1.52952 2.09541
H -4.40877 0.26889 -2.26377
H 1.49524 2.10023 4.95839
H 0.58124 5.08967 -1.83328
H -0.37565 3.90508 1.75810
H -3.63736 -4.22211 -3.67242
H -3.85723 -5.01090 -0.20991
H 4.20204 -2.13393 -2.23494
H -2.61068 -3.80301 -0.74388
H -2.19500 -2.25216 -4.72637
H 5.49799 0.79618 -1.75939
H 6.13601 2.29357 2.19113
H 4.28034 -3.55101 -1.02838
H 3.86367 0.31953 -1.93577
H 2.23770 4.70570 -2.31839
H -4.97337 -3.18837 -3.75271
H -3.55056 1.12092 -3.62263
H -6.20701 -0.07920 -0.64493
H 6.27677 1.50643 3.82440
H 3.08517 2.00084 -0.24805
H 2.76982 -2.84299 -1.55469
H 4.77615 2.74624 -0.38797
H 1.82383 0.75540 6.13062
*
```

Summary:
Energy (a.u.): -4596.1994
LUMO level (Ha): 0.062
Orbital gap (Ha): 0.1558
Highest occupied orbital energy (eV): -2.550